93
Properties=species:S:1:pos:R:3:forces:R:3 method="wB97M-V/def2-TZVPD" e_above_lowest_kcal_mol=18.6 charge=+3
Tl -1.227783 -0.192351 0.471603 2.03 0.84 1.83
P -0.090876 -0.566650 3.359939 -0.23 -0.32 1.01
P -2.552445 -2.042587 -0.523528 -0.39 -0.24 -0.55
P -2.524943 1.927580 1.417003 -0.97 0.37 -0.73
H 1.525509 2.456500 -1.430512 -0.22 -0.06 0.27
C 1.010516 3.149010 -0.759374 0.44 0.11 0.42
C 1.455974 3.335168 0.497215 -0.06 -0.11 -0.91
H 2.297443 2.760997 0.883896 -0.23 0.07 -0.11
C 1.377750 -1.514228 3.936621 0.22 -0.20 -0.67
C -1.435481 -1.473607 4.218648 -0.11 0.00 -0.35
C 0.051129 0.911510 4.438449 -0.04 0.35 -0.65
C -2.884776 -1.455432 -2.203617 0.12 0.04 -0.32
C -1.717498 -3.646417 -0.507995 0.44 -0.30 0.14
C -4.063812 -2.051906 0.466107 -0.22 -0.04 0.35
C -1.939422 3.585042 1.849455 0.85 -0.15 0.19
C -3.692390 1.481584 2.736318 0.32 -0.44 0.18
C -3.595012 2.241970 -0.023893 0.15 -0.08 -0.01
H 0.235459 3.749516 -1.246779 0.21 -0.06 0.41
H 1.119040 4.135113 1.146619 -0.24 -0.07 -0.06
H 2.303754 -0.948602 3.723158 -0.40 -0.30 0.09
H 1.412409 -2.480906 3.397907 0.14 0.39 0.33
H 1.301924 -1.701632 5.024645 -0.07 0.15 -0.54
H -1.594799 -2.429291 3.703989 -0.08 0.10 0.24
H -2.353575 -0.875411 4.161456 0.08 -0.22 0.08
H -1.192365 -1.658664 5.272199 -0.04 0.05 -0.25
H 0.885664 1.520409 4.065967 -0.22 0.00 0.22
H 0.234884 0.639499 5.486286 -0.07 -0.07 -0.31
H -0.878280 1.493274 4.370586 0.28 -0.02 0.13
H -3.534845 -2.162145 -2.736775 0.14 0.09 0.13
H -1.943693 -1.342872 -2.767323 -0.23 -0.25 0.25
H -3.359300 -0.460962 -2.210906 -0.04 -0.27 0.20
H -2.328307 -4.408258 -1.025786 0.15 0.35 0.23
H -1.519603 -3.972470 0.530728 -0.31 0.17 -0.42
H -0.727870 -3.591312 -1.002579 -0.54 0.14 0.07
H -4.727396 -2.862610 0.150847 0.01 0.07 0.00
H -4.601527 -1.096595 0.396575 0.15 -0.21 -0.30
H -3.828417 -2.186276 1.530711 0.07 -0.20 -0.25
H -2.819895 4.243830 1.890331 0.21 -0.23 -0.01
H -1.215937 3.947939 1.101958 -0.36 -0.11 0.28
H -1.445978 3.552106 2.834021 -0.17 0.14 -0.34
H -4.475636 2.248387 2.773980 0.14 -0.12 0.03
H -3.158302 1.443649 3.695758 -0.28 0.03 -0.19
H -4.146884 0.498937 2.541917 0.07 0.32 0.08
H -4.280467 3.053909 0.260706 0.07 -0.24 -0.25
H -4.169834 1.345998 -0.309549 0.11 0.36 0.07
H -2.982834 2.555913 -0.884476 -0.25 -0.05 0.28
C -5.183715 2.105416 -3.880753 0.47 1.19 -0.56
C -5.539904 2.233741 -5.237922 0.34 -0.17 0.44
C -5.227082 3.433651 -5.902287 -0.19 0.03 0.44
C -4.629951 4.501431 -5.221624 0.13 -0.32 0.31
C -4.438479 4.418554 -3.837833 -0.69 -0.73 -0.05
C -4.821236 3.247628 -3.159736 0.60 0.14 -0.63
O -4.945968 0.929880 -3.189571 -0.80 -1.06 -0.05
H -5.255117 0.130188 -3.658867 -0.12 0.84 -0.04
H -6.038768 1.406612 -5.751337 0.42 0.21 -0.01
H -5.435267 3.548877 -6.967281 -0.03 -0.19 0.34
H -4.312535 5.389407 -5.758961 -0.13 -0.14 0.04
H -3.985610 5.223899 -3.269493 -0.24 0.10 -0.15
H -4.748018 3.158126 -2.082321 0.19 0.08 -0.15
C 4.023277 -5.582867 0.122583 0.19 0.25 -0.08
C 2.743812 -5.275288 0.579273 -0.23 -0.10 0.04
C 2.299039 -3.952401 0.582294 0.82 0.15 -0.20
C 3.167867 -2.933068 0.144795 -1.55 -1.06 0.55
C 4.433729 -3.246044 -0.341033 0.25 0.16 -0.10
C 4.871260 -4.573084 -0.350324 -0.50 0.13 0.18
As 2.528279 -1.091672 0.284682 2.37 -0.32 -1.10
C 4.099248 -0.450268 1.321342 -0.84 0.61 0.18
C 4.454186 0.904716 1.268759 0.05 0.20 0.35
C 5.417465 1.423345 2.142528 -0.15 -0.03 -0.30
C 6.005325 0.594404 3.098255 -0.07 -0.21 -0.11
C 5.664598 -0.761112 3.146638 -0.06 -0.11 -0.19
C 4.717780 -1.281584 2.263424 -0.12 -0.09 0.19
C 2.977039 -0.633564 -1.575659 -0.70 0.47 0.04
C 4.142509 0.056667 -1.887317 0.40 0.39 -0.02
C 4.420146 0.444134 -3.199644 -0.34 -0.30 -0.25
C 3.512929 0.115232 -4.213880 0.21 0.02 0.26
C 2.353978 -0.602789 -3.911861 -0.23 -0.19 0.15
C 2.072644 -0.968963 -2.594179 0.25 0.31 0.02
H 4.374442 -6.610752 0.133582 -0.10 0.14 -0.01
H 2.088333 -6.072150 0.942179 0.25 0.26 -0.15
H 1.302086 -3.693982 0.933654 0.10 -0.12 0.05
H 5.089959 -2.453490 -0.702284 -0.11 -0.22 0.09
H 5.868957 -4.807523 -0.716277 -0.24 0.03 0.08
H 3.969266 1.544438 0.535540 0.17 0.05 0.17
H 5.711033 2.473274 2.081814 -0.14 -0.33 -0.02
H 6.736581 0.991370 3.801206 -0.18 -0.06 -0.19
H 6.140070 -1.419529 3.875514 -0.13 0.19 -0.24
H 4.456041 -2.336155 2.292512 0.09 0.13 0.15
H 4.852423 0.301267 -1.102780 -0.07 -0.02 -0.21
H 5.335544 0.990138 -3.437960 -0.30 -0.21 0.14
H 3.710865 0.406600 -5.243277 -0.03 -0.04 0.23
H 1.661763 -0.873587 -4.713044 0.24 0.08 0.27
H 1.157905 -1.509775 -2.345573 0.12 0.05 -0.15